Entry one
Molecular formula: C2H2NO
Method: DFT, ωB97M-V/def2-TZVPD

XYZ file:
```
6
C2H2NO ωB97M-V/def2-TZVPD
C 0.265 -0.783 0.157
C 0.409 0.477 0.540
N 1.731 -0.198 0.541
O 2.545 0.046 -0.425
H 0.001 -1.423 -0.700
H -0.240 1.386 0.217
```

Values from the calculation:
* HOMO energy: -1.5 eV
* SMILES: [O-]N1C=C1
* frontier orbital gap: 6.537 eV
* total charge: -1

=====

Entry two
Molecular formula: C2H2NO
Method: DFT, ωB97M-V/def2-TZVPD

XYZ file:
```
6
C2H2NO ωB97M-V/def2-TZVPD
C -1.761 -0.716 0.586
C 0.907 0.184 -0.088
N 1.434 1.126 0.487
O -1.806 0.192 -0.150
H 0.419 -1.000 0.332
H 0.806 0.214 -1.166
```

Values from the calculation:
* HOMO energy (alpha / beta): -1.2 / -1.2 eV
* frontier orbital gap (alpha / beta): 5.704 / 5.704 eV
* total charge: -1

=====

How do the energies compare? Relative to the most stable structure, in eV: entry one 3.092; entry two 0.000.

=====

Entry one
Molecular formula: C3H8NO2
Method: DFT, ωB97M-V/def2-TZVPD

XYZ file:
```
14
C3H8NO2 ωB97M-V/def2-TZVPD
C 0.079 1.428 -0.528
O 0.912 1.264 -1.547
C -0.162 0.130 0.302
C -0.568 -0.981 -0.636
O -0.929 -2.201 0.063
N 1.025 -0.259 1.055
H -0.947 1.829 -0.796
H 0.414 2.142 0.282
H -0.986 0.346 0.999
H -1.401 -0.629 -1.239
H 0.243 -1.207 -1.308
H -0.614 -2.058 0.965
H 1.841 -0.081 0.482
H 1.092 0.278 1.907
```

Values from the calculation:
* HOMO energy: -2.5 eV
* SMILES: N[C@@H](C[O-])CO
* frontier orbital gap: 6.685 eV
* total charge: -1

=====

Entry two
Molecular formula: C3H8NO2
Method: DFT, ωB97M-V/def2-TZVPD

XYZ file:
```
14
C3H8NO2 ωB97M-V/def2-TZVPD
C 1.242 1.354 0.310
C -1.065 1.795 0.417
C -0.190 0.824 0.422
N -0.626 -2.948 -0.899
O 0.720 -2.742 -0.377
O -0.408 -0.397 0.157
H 1.203 2.400 0.554
H 1.681 1.458 -0.731
H 1.960 0.803 0.932
H -1.319 -2.993 -0.087
H -2.062 1.484 0.326
H -0.820 2.849 0.640
H -0.949 -2.127 -1.438
H 0.632 -1.760 -0.228
```

Values from the calculation:
* HOMO energy: -3.0 eV
* frontier orbital gap: 7.359 eV
* total charge: -1

=====

How do the energies compare? Relative to the most stable structure, in eV: entry one 0.000; entry two 1.361.